Record 1
Here is a gas-phase ion, C3H6N3S3 (charge -1) in a non-equilibrium geometry from the OMol25 dataset. Energies are from the ωB97M-V functional and the def2-TZVPD basis.

lowest unoccupied orbital energy (alpha / beta)	0.11535 / 0.11529	Eh
Kohn-Sham gap (alpha / beta)	6.960 / 6.956	eV
calculated total energy	-1476.6064	hartree
molar mass	180.30	g/mol
SMILES string	[S-]N1CC[C@@H](S)N=[N+]1[S-]
net charge	-1
energy relative to the best compared isomer or geometry (same formula, charge and spin)	21.5	kcal per mole

Each atom is followed by the atoms it is bonded to, with distances in Å.
Positions of all 15 atoms, in Å:
1 S 3.423 -0.913 0.894  N2 1.674
2 N 2.170 -0.368 -0.072  S1 1.674, C3 1.430, N8 1.330
3 C 1.020 -1.166 -0.368  N2 1.430, C4 1.555, H10 1.166, H11 1.027
4 C -0.232 -0.440 0.201  C3 1.555, C5 1.508, H12 1.220, H13 1.108
5 C -0.337 0.853 -0.569  C4 1.508, S6 2.159, N7 1.323, H14 1.174
6 S -0.785 2.212 1.049  C5 2.159, H15 1.347
7 N 0.680 1.238 -1.323  C5 1.323, N8 1.772
8 N 2.207 0.894 -0.492  N2 1.330, N7 1.772, S9 1.560
9 S 3.346 1.930 -0.246  N8 1.560
10 H 1.220 -2.178 0.175  C3 1.166
11 H 0.782 -1.274 -1.362  C3 1.027
12 H -1.165 -1.214 0.065  C4 1.220
13 H -0.102 -0.272 1.289  C4 1.108
14 H -1.406 1.035 -1.016  C5 1.174
15 H 0.419 2.533 1.560  S6 1.347


Record 2
Here is 8 unconnected molecules or ions with the total composition C48H37F5O12 in a non-equilibrium geometry from the OMol25 dataset. Energies are from the ωB97M-V functional and the def2-TZVPD basis.

lowest unoccupied orbital energy	-0.05999	Eh
Kohn-Sham gap	7.615	eV
calculated total energy	-3253.4222	hartree
molar mass	900.80	g/mol
SMILES string	O=C1C=C(O)C(=O)C=C1O.O=C1C=C(O)C(=O)C=C1O.O=C1C=C(O)C(=O)C=C1O.Fc1ccccc1.Fc1ccccc1.Fc1ccccc1.Fc1ccccc1.Fc1ccccc1

Each atom is followed by the atoms it is bonded to, with distances in Å.
Positions of all 102 atoms, in Å:
1 O 1.465 2.574 -8.581  C2 1.237
2 C 0.775 2.727 -7.566  O1 1.237, C3 1.446, C9 1.491
3 C 1.506 2.984 -6.345  C2 1.446, C4 1.343, H11 1.059
4 C 0.874 3.094 -5.165  C3 1.343, O5 1.281, C6 1.548
5 O 1.412 3.350 -4.031  C4 1.281, H12 0.988
6 C -0.643 2.796 -5.242  C4 1.548, O7 1.220, C8 1.496
7 O -1.367 2.839 -4.261  C6 1.220
8 C -1.372 2.562 -6.528  C6 1.496, C9 1.307, H13 1.091
9 C -0.695 2.491 -7.644  C2 1.491, C8 1.307, O10 1.315
10 O -1.165 2.294 -8.857  C9 1.315, H14 0.959
11 H 2.536 3.155 -6.518  C3 1.059
12 H 0.820 3.206 -3.253  O5 0.988
13 H -2.451 2.548 -6.362  C8 1.091
14 H -0.336 2.324 -9.337  O10 0.959
15 O -0.265 -2.280 0.636  C16 1.238
16 C -0.171 -1.119 0.216  O15 1.238, C17 1.451, C23 1.494
17 C -1.236 -0.571 -0.603  C16 1.451, C18 1.315, H25 1.064
18 C -1.090 0.543 -1.286  C17 1.315, O19 1.301, C20 1.499
19 O -1.847 1.170 -2.137  C18 1.301, H26 0.976
20 C 0.201 1.250 -1.003  C18 1.499, O21 1.232, C22 1.442
21 O 0.407 2.315 -1.588  C20 1.232
22 C 1.176 0.824 -0.030  C20 1.442, C23 1.337, H27 1.059
23 C 1.053 -0.352 0.596  C16 1.494, C22 1.337, O24 1.335
24 O 1.943 -0.921 1.411  C23 1.335, H28 0.963
25 H -2.025 -1.281 -0.671  C17 1.064
26 H -1.574 2.008 -2.556  O19 0.976
27 H 2.021 1.420 0.199  C22 1.059
28 H 1.538 -1.708 1.790  O24 0.963
29 O -0.351 -7.634 5.559  C30 1.217
30 C 0.099 -6.714 4.903  O29 1.217, C31 1.411, C37 1.505
31 C -0.787 -6.066 4.015  C30 1.411, C32 1.329, H39 1.082
32 C -0.340 -5.067 3.261  C31 1.329, O33 1.306, C34 1.476
33 O -1.106 -4.402 2.439  C32 1.306, H40 0.991
34 C 1.074 -4.677 3.424  C32 1.476, O35 1.218, C36 1.471
35 O 1.486 -3.723 2.789  C34 1.218
36 C 1.993 -5.285 4.398  C34 1.471, C37 1.316, H41 1.092
37 C 1.503 -6.240 5.160  C30 1.505, C36 1.316, O38 1.335
38 O 2.186 -7.007 6.013  C37 1.335, H42 0.994
39 H -1.775 -6.507 4.007  C31 1.082
40 H -0.662 -3.656 1.962  O33 0.991
41 H 3.006 -4.885 4.322  C36 1.092
42 H 1.531 -7.711 6.264  O38 0.994
43 F -1.668 1.983 1.446  C44 1.362
44 C -1.539 0.911 2.277  F43 1.362, C45 1.358, C49 1.384
45 C -2.604 0.080 2.417  C44 1.358, C46 1.414, H50 1.073
46 C -2.458 -1.030 3.281  C45 1.414, C47 1.323, H51 1.062
47 C -1.318 -1.165 3.939  C46 1.323, C48 1.388, H52 1.077
48 C -0.264 -0.271 3.815  C47 1.388, C49 1.391, H53 1.068
49 C -0.334 0.818 2.952  C44 1.384, C48 1.391, H54 1.067
50 H -3.537 0.207 1.901  C45 1.073
51 H -3.251 -1.725 3.405  C46 1.062
52 H -1.108 -1.974 4.617  C47 1.077
53 H 0.659 -0.514 4.294  C48 1.068
54 H 0.423 1.532 2.720  C49 1.067
55 F -0.711 -2.657 -3.888  C56 1.350
56 C -2.018 -2.550 -3.567  F55 1.350, C57 1.383, C61 1.394
57 C -2.643 -1.332 -3.765  C56 1.383, C58 1.389, H62 1.043
58 C -4.003 -1.259 -3.489  C57 1.389, C59 1.416, H63 1.059
59 C -4.658 -2.425 -3.024  C58 1.416, C60 1.370, H64 1.097
60 C -4.000 -3.620 -2.909  C59 1.370, C61 1.388, H65 1.100
61 C -2.637 -3.727 -3.150  C56 1.394, C60 1.388, H66 1.082
62 H -2.043 -0.531 -4.057  C57 1.043
63 H -4.565 -0.370 -3.618  C58 1.059
64 H -5.705 -2.316 -2.716  C59 1.097
65 H -4.540 -4.481 -2.487  C60 1.100
66 H -2.059 -4.641 -3.178  C61 1.082
67 F 5.471 0.298 -3.298  C68 1.314
68 C 5.432 1.184 -2.329  F67 1.314, C69 1.377, C73 1.369
69 C 4.238 1.830 -2.100  C68 1.377, C70 1.366, H74 1.104
70 C 4.139 2.722 -1.069  C69 1.366, C71 1.412, H75 1.100
71 C 5.288 3.060 -0.321  C70 1.412, C72 1.377, H76 1.087
72 C 6.472 2.427 -0.624  C71 1.377, C73 1.435, H77 1.068
73 C 6.601 1.454 -1.671  C68 1.369, C72 1.435, H78 1.090
74 H 3.369 1.595 -2.738  C69 1.104
75 H 3.155 3.195 -0.941  C70 1.100
76 H 5.064 3.696 0.532  C71 1.087
77 H 7.378 2.529 -0.068  C72 1.068
78 H 7.563 0.948 -1.760  C73 1.090
79 F 6.576 3.581 4.387  C80 1.344
80 C 5.423 2.890 4.390  F79 1.344, C81 1.422, C85 1.382
81 C 5.095 1.971 3.356  C80 1.422, C82 1.401, H86 1.062
82 C 3.898 1.251 3.466  C81 1.401, C83 1.359, H87 1.076
83 C 3.116 1.432 4.563  C82 1.359, C84 1.394, H88 1.073
84 C 3.473 2.328 5.570  C83 1.394, C85 1.358, H89 1.124
85 C 4.600 3.080 5.484  C80 1.382, C84 1.358, H90 1.090
86 H 5.717 1.680 2.546  C81 1.062
87 H 3.657 0.511 2.724  C82 1.076
88 H 2.163 0.980 4.759  C83 1.073
89 H 2.761 2.539 6.414  C84 1.124
90 H 4.868 3.785 6.272  C85 1.090
91 F -6.495 -0.449 -1.271  C92 1.313
92 C -6.063 0.537 -0.519  F91 1.313, C93 1.335, C97 1.384
93 C -4.835 0.998 -0.766  C92 1.335, C94 1.418, H98 1.081
94 C -4.415 2.157 -0.065  C93 1.418, C95 1.367, H99 1.074
95 C -5.253 2.726 0.853  C94 1.367, C96 1.382, H100 1.100
96 C -6.546 2.260 0.998  C95 1.382, C97 1.389, H101 1.087
97 C -6.970 1.101 0.361  C92 1.384, C96 1.389, H102 1.075
98 H -4.231 0.478 -1.496  C93 1.081
99 H -3.434 2.570 -0.206  C94 1.074
100 H -4.854 3.599 1.392  C95 1.100
101 H -7.213 2.731 1.716  C96 1.087
102 H -7.971 0.718 0.443  C97 1.075


Record 3
Here is a single C3H5NO molecule in a non-equilibrium geometry from the OMol25 dataset. Energies are from the ωB97M-V functional and the def2-TZVPD basis.

lowest unoccupied orbital energy	0.03191	Eh
Kohn-Sham gap	10.468	eV
calculated total energy	-247.2589	hartree
molar mass	71.08	g/mol
SMILES string	O=C1CNC1
energy relative to the best compared isomer or geometry (same formula, charge and spin)	30.4	kcal per mole

Each atom is followed by the atoms it is bonded to, with distances in Å.
Positions of all 10 atoms, in Å:
1 O 1.964 0.833 -0.661  C2 1.211
2 C 0.903 0.368 -0.308  O1 1.211, C3 1.523, C5 1.522
3 C 0.399 -0.302 0.964  C2 1.523, N4 1.502, H6 1.093, H7 1.106
4 N -0.862 -0.622 0.215  C3 1.502, C5 1.463, H8 1.008
5 C -0.460 0.164 -0.951  C2 1.522, N4 1.463, H9 1.112, H10 1.097
6 H 0.967 -1.197 1.231  C3 1.093
7 H 0.275 0.346 1.852  C3 1.106
8 H -1.686 -0.298 0.697  N4 1.008
9 H -1.039 1.095 -1.140  C5 1.112
10 H -0.460 -0.388 -1.899  C5 1.097